Entry 1:
The following is a DFT calculation (wB97M-V/def2-TZVPD) of a cluster of 5 separate species, C4H21N2O4 in total.

Calculated values
2S+1: 1
Total charge: +1

The geometry in XYZ format:
```
31
C4H21N2O4 (wB97M-V/def2-TZVPD)
C 0.355 1.453 0.817
C 0.639 0.529 -0.465
C -0.641 -0.100 -1.153
C -2.655 -1.105 -0.451
N -1.212 -1.105 -0.180
N -0.311 0.516 1.834
H -0.193 2.331 0.706
H 1.308 1.919 1.360
H 1.257 0.948 -1.309
H 1.336 -0.106 -0.085
H -0.454 -0.661 -2.041
H -1.281 0.760 -1.392
H -2.739 -1.996 -1.228
H -3.092 -0.165 -0.718
H -3.209 -1.466 0.403
H -0.818 -1.996 -0.365
H -0.988 1.073 2.315
H -0.818 -0.288 1.167
H 0.461 -0.109 2.284
H 2.406 1.581 -3.452
H 0.985 2.369 -3.355
O 1.756 2.065 -2.828
H 0.327 -4.414 1.254
H -0.774 -3.995 2.257
O -0.267 -3.687 1.462
H 2.192 3.567 -1.080
H 1.154 4.402 -1.709
O 1.340 3.955 -0.904
H 1.859 -2.290 2.757
H 0.757 -2.278 1.794
O 1.321 -1.705 2.305
```

***

Entry 2:
The following is a DFT calculation (wB97M-V/def2-TZVPD) of an isolated molecule of C4H8O2.

Calculated values
2S+1: 1
SMILES: OC[C@H]1CCO1
Total charge: 0

The geometry in XYZ format:
```
14
C4H8O2 (wB97M-V/def2-TZVPD)
O -1.763 0.688 -0.313
C -1.550 -0.660 -0.003
C -0.086 -0.591 0.448
C 0.909 -0.281 -0.662
C 1.321 0.943 0.138
O 0.185 0.836 1.025
H -1.021 1.140 0.292
H -2.213 -1.072 0.783
H -1.704 -1.350 -0.870
H 0.223 -1.255 1.248
H 1.686 -1.018 -0.833
H 0.390 -0.019 -1.588
H 1.413 1.886 -0.414
H 2.213 0.779 0.742
```

***

Entry 3:
The following is a DFT calculation (wB97M-V/def2-TZVPD) of a cluster of 11 separate species, C14H51N21O11 in total.

Calculated values
2S+1: 1
SMILES: COC[C@H](C)N.NC(N)=O.NC(N)=O.NC(N)=O.NC(N)=O.NC(N)=O.NC(N)=O.NC(N)=O.NC(N)=O.NC(N)=O.NC(N)=O
Total charge: 0

The geometry in XYZ format:
```
97
C14H51N21O11 (wB97M-V/def2-TZVPD)
C -0.251 -1.892 -1.444
O -0.602 -0.577 -1.806
C 0.287 0.361 -1.242
C -0.082 0.633 0.229
C -1.570 0.901 0.439
N 0.739 1.785 0.677
H -0.686 -2.590 -2.159
H -0.570 -2.168 -0.434
H 0.824 -2.097 -1.498
H 1.330 0.050 -1.318
H 0.161 1.313 -1.770
H 0.240 -0.201 0.859
H -1.877 1.765 -0.162
H -1.815 1.032 1.489
H -2.144 0.098 -0.040
H 0.390 2.641 0.247
H 0.571 1.962 1.667
N -0.590 0.814 4.294
C 0.738 1.106 4.375
N 1.579 0.055 4.151
O 1.149 2.244 4.596
H -1.217 1.608 4.324
H -0.976 -0.068 3.992
H 1.230 -0.848 3.894
H 2.556 0.269 4.154
N -3.386 -1.704 4.690
C -2.292 -2.352 4.218
N -1.755 -1.777 3.090
O -1.802 -3.345 4.731
H -3.807 -0.991 4.114
H -3.731 -1.932 5.602
H -0.902 -2.168 2.732
H -2.303 -1.236 2.436
N -0.639 1.203 -4.674
C -0.986 0.116 -5.435
N -1.541 -0.924 -4.748
O -0.709 0.057 -6.625
H -0.623 1.329 -3.679
H -0.271 1.952 -5.232
H -1.773 -1.715 -5.318
H -1.619 -0.873 -3.748
N -0.674 -5.507 -0.599
C -1.654 -4.671 -0.132
N -1.480 -4.291 1.175
O -2.539 -4.195 -0.824
H 0.145 -5.640 -0.029
H -0.710 -5.965 -1.488
H -2.159 -3.611 1.466
H -0.828 -4.751 1.781
N -0.361 4.503 3.642
C -1.430 4.002 2.978
N -1.584 4.448 1.695
O -2.199 3.195 3.507
H -0.060 4.038 4.485
H 0.285 5.100 3.159
H -2.416 4.180 1.205
H -1.053 5.245 1.408
N 0.843 4.452 -3.741
C 0.008 4.539 -2.670
N 0.381 5.488 -1.757
O -0.987 3.843 -2.548
H 1.715 4.947 -3.798
H 0.674 3.771 -4.455
H -0.197 5.614 -0.953
H 1.040 6.203 -2.005
N -4.452 2.222 2.020
C -4.768 0.894 1.862
N -5.692 0.659 0.885
O -4.234 0.011 2.518
H -4.471 2.810 1.206
H -3.769 2.475 2.739
H -5.784 -0.279 0.540
H -6.202 1.422 0.482
N 2.331 -3.806 -0.786
C 2.945 -4.926 -0.292
N 4.152 -5.229 -0.843
O 2.378 -5.682 0.489
H 1.404 -3.638 -0.450
H 2.835 -3.217 -1.431
H 4.555 -6.080 -0.500
H 4.597 -4.646 -1.525
N 3.598 1.294 1.824
C 4.169 0.512 0.847
N 3.429 0.618 -0.297
O 5.189 -0.134 0.996
H 3.962 1.358 2.753
H 2.691 1.656 1.567
H 2.536 1.079 -0.322
H 3.696 0.071 -1.100
N 4.654 -1.510 -4.513
C 3.511 -1.219 -3.817
N 2.605 -0.446 -4.487
O 3.394 -1.493 -2.624
H 5.416 -1.852 -3.958
H 4.746 -1.278 -5.483
H 2.775 -0.255 -5.457
H 1.767 -0.163 -4.013
```

***

Entry 4:
The following is a DFT calculation (wB97M-V/def2-TZVPD) of a cluster of 5 separate species, C22H54N4O6 in total.

Calculated values
2S+1: 1
SMILES: [H]/N=C(\N)NCCCCNC(=O)O.CCOCC.CCOCC.CCOCC.CCOCC
Total charge: 0

The geometry in XYZ format:
```
86
C22H54N4O6 (wB97M-V/def2-TZVPD)
H -0.603 0.601 0.141
N -0.961 -0.264 -0.266
C -1.078 -0.107 -1.497
N -0.744 1.161 -2.080
N -1.587 -1.204 -2.256
C -0.866 -1.411 -3.534
C 0.638 -1.528 -3.376
C 1.079 -2.825 -2.668
C 0.899 -2.814 -1.156
N 1.788 -1.912 -0.396
C 2.896 -1.424 -1.019
O 3.041 -0.248 -1.218
O 3.845 -2.272 -1.403
H 0.096 1.128 -2.641
H -1.522 1.576 -2.578
H -2.554 -1.008 -2.498
H -1.249 -2.315 -4.003
H -1.115 -0.582 -4.210
H 1.106 -0.643 -2.950
H 1.039 -1.610 -4.388
H 2.064 -3.142 -2.994
H 0.398 -3.593 -3.041
H -0.119 -2.556 -0.893
H 1.028 -3.841 -0.800
H 1.295 -1.182 0.091
H 4.590 -1.706 -1.643
C -2.676 3.209 3.095
C -1.804 1.983 2.887
O -0.421 2.279 2.790
C 0.166 2.903 3.918
C 0.075 2.082 5.192
H -2.522 3.928 2.288
H -3.729 2.922 3.115
H -2.452 3.715 4.035
H -2.074 1.508 1.942
H -1.980 1.236 3.669
H -0.262 3.901 4.066
H 1.217 3.052 3.665
H -0.959 1.912 5.496
H 0.582 2.594 6.010
H 0.539 1.105 5.047
C -1.185 4.984 -1.663
C -0.847 5.985 -0.575
O -0.595 5.368 0.673
C 0.486 4.443 0.694
C 1.825 5.060 0.324
H -2.048 4.383 -1.367
H -1.417 5.493 -2.600
H -0.356 4.301 -1.848
H -1.696 6.654 -0.419
H -0.005 6.620 -0.871
H 0.259 3.582 0.056
H 0.537 4.065 1.707
H 1.832 5.448 -0.696
H 2.616 4.313 0.400
H 2.059 5.891 0.993
C -5.427 -3.981 -5.441
C -4.161 -3.311 -5.947
O -2.968 -3.932 -5.503
C -2.786 -5.286 -5.881
C -2.759 -5.508 -7.383
H -5.433 -4.013 -4.351
H -6.305 -3.430 -5.779
H -5.520 -5.006 -5.802
H -4.122 -2.288 -5.568
H -4.167 -3.237 -7.040
H -3.546 -5.917 -5.407
H -1.827 -5.587 -5.457
H -3.703 -5.232 -7.855
H -2.572 -6.560 -7.605
H -1.973 -4.907 -7.843
C 3.963 -2.727 6.251
C 3.115 -1.664 6.927
O 3.867 -0.610 7.503
C 4.674 0.140 6.614
C 3.896 0.826 5.505
H 4.677 -3.152 6.957
H 3.328 -3.529 5.870
H 4.529 -2.325 5.410
H 2.561 -2.117 7.750
H 2.366 -1.262 6.234
H 5.469 -0.490 6.199
H 5.168 0.896 7.225
H 3.390 0.108 4.856
H 4.566 1.420 4.883
H 3.132 1.482 5.926
```

***

Entry 5:
The following is a DFT calculation (wB97M-V/def2-TZVPD) of a cluster of 10 separate species, C48H123N7O17 in total.

Calculated values
2S+1: 1
SMILES: COCCNCCOC.COCCNCCOC.COCCNCCOC.COCCNCCOC.COCCNCCOC.COCCNCCOC.COCCNCCOC.CCO.CCO.CCO
Total charge: 0

The geometry in XYZ format:
```
195
C48H123N7O17 (wB97M-V/def2-TZVPD)
C 10.748 19.731 23.294
O 10.299 18.502 22.708
C 9.102 17.948 23.197
C 8.841 16.703 22.419
N 8.859 17.079 21.032
C 9.074 15.885 20.151
C 8.828 16.267 18.694
O 9.414 15.409 17.701
C 8.971 14.118 17.754
H 10.069 20.515 23.004
H 11.715 19.944 22.814
H 10.970 19.658 24.372
H 8.243 18.640 23.099
H 9.238 17.586 24.226
H 7.823 16.400 22.746
H 9.564 15.912 22.691
H 9.676 17.671 20.896
H 8.315 15.140 20.516
H 10.075 15.554 20.373
H 9.276 17.238 18.482
H 7.774 16.493 18.506
H 9.234 13.708 18.752
H 9.463 13.556 16.969
H 7.863 14.078 17.612
C 15.157 11.617 26.927
O 16.187 11.878 25.915
C 17.484 11.770 26.464
C 18.458 12.033 25.330
N 18.345 13.413 24.818
C 19.284 13.644 23.754
C 19.372 15.098 23.506
O 19.981 15.285 22.248
C 20.227 16.719 22.029
H 15.031 10.575 26.913
H 14.219 12.063 26.623
H 15.440 12.038 27.897
H 17.617 10.759 26.875
H 17.631 12.506 27.260
H 18.376 11.317 24.531
H 19.467 11.883 25.731
H 17.447 13.599 24.466
H 19.006 13.133 22.783
H 20.270 13.240 24.028
H 19.841 15.657 24.327
H 18.418 15.634 23.522
H 20.977 16.995 22.725
H 19.302 17.258 22.154
H 20.529 16.928 21.013
C 8.251 12.784 22.591
O 9.552 13.049 23.053
C 10.488 12.527 22.128
C 11.755 13.266 22.284
N 12.333 13.015 23.551
C 13.390 13.945 23.950
C 14.679 13.838 23.092
O 14.370 14.277 21.775
C 15.504 14.474 20.930
H 7.604 13.286 23.227
H 7.963 11.702 22.784
H 7.985 12.917 21.543
H 10.150 12.712 21.120
H 10.544 11.417 22.240
H 11.454 14.320 22.043
H 12.354 12.865 21.474
H 11.563 13.105 24.225
H 13.769 13.658 24.954
H 13.101 14.986 23.994
H 14.981 12.771 22.926
H 15.555 14.306 23.614
H 16.212 13.641 21.064
H 15.933 15.415 21.186
H 15.157 14.533 19.875
C 16.086 14.491 15.631
O 14.919 13.826 16.113
C 14.566 14.649 17.253
C 13.381 14.045 17.998
N 13.663 12.737 18.676
C 13.481 11.489 18.033
C 12.035 11.072 17.814
O 11.340 11.089 18.997
C 10.064 10.574 18.876
H 16.800 14.747 16.475
H 15.924 15.437 15.124
H 16.593 13.833 14.905
H 14.272 15.684 16.890
H 15.419 14.775 17.894
H 12.475 13.968 17.376
H 13.087 14.702 18.789
H 13.156 12.741 19.546
H 13.926 10.678 18.525
H 13.887 11.514 17.008
H 12.017 10.039 17.409
H 11.515 11.769 17.103
H 9.559 11.009 18.005
H 9.548 10.680 19.820
H 10.141 9.503 18.617
C 15.109 19.715 15.307
O 13.882 19.873 14.624
C 13.956 19.662 13.264
C 12.876 20.489 12.557
N 12.921 21.794 13.026
C 12.196 22.746 12.242
C 12.205 24.117 12.961
O 12.129 25.150 12.058
C 13.478 25.479 11.637
H 15.842 20.581 15.147
H 15.736 18.795 15.209
H 14.858 19.747 16.345
H 13.869 18.605 12.943
H 14.955 20.038 12.992
H 11.877 20.070 12.722
H 13.045 20.468 11.486
H 12.636 21.836 13.993
H 11.182 22.409 11.990
H 12.673 22.845 11.256
H 13.152 24.102 13.457
H 11.356 24.103 13.708
H 14.023 24.564 11.291
H 14.062 25.972 12.422
H 13.308 26.231 10.868
C 15.668 23.117 18.210
O 16.813 22.496 18.699
C 16.992 21.305 18.003
C 18.252 20.646 18.410
N 18.107 19.219 17.969
C 17.562 18.399 19.018
C 17.738 16.904 18.739
O 19.063 16.545 18.500
C 19.246 15.089 18.432
H 15.651 23.049 17.106
H 15.611 24.111 18.711
H 14.748 22.583 18.560
H 16.921 21.440 16.909
H 16.133 20.626 18.219
H 18.277 20.696 19.459
H 19.153 21.138 18.046
H 19.049 18.910 17.749
H 16.420 18.602 19.086
H 18.153 18.570 19.960
H 17.110 16.735 17.825
H 17.241 16.463 19.585
H 18.772 14.784 17.489
H 18.692 14.641 19.222
H 20.290 14.804 18.601
C 17.118 17.564 25.130
O 17.714 18.675 24.491
C 17.047 18.938 23.216
C 17.549 20.157 22.581
N 17.150 21.420 23.183
C 17.779 22.569 22.563
C 17.006 23.891 22.592
O 16.470 24.094 23.797
C 15.521 25.120 23.792
H 17.585 17.441 26.072
H 17.229 16.687 24.503
H 16.072 17.772 25.203
H 15.989 19.111 23.554
H 17.055 18.108 22.470
H 17.084 20.140 21.541
H 18.661 19.989 22.526
H 17.303 21.375 24.193
H 18.008 22.249 21.544
H 18.678 22.664 23.100
H 16.151 23.898 21.914
H 17.640 24.708 22.215
H 15.093 25.067 24.822
H 14.716 24.944 23.025
H 15.932 26.087 23.554
C 12.480 21.925 20.697
C 13.840 22.161 21.290
O 14.197 21.030 22.067
H 11.693 22.267 21.420
H 12.273 20.878 20.612
H 12.311 22.341 19.723
H 13.878 23.117 21.909
H 14.564 22.236 20.463
H 14.985 21.235 22.633
C 11.916 17.475 17.658
C 11.307 17.710 16.285
O 11.268 16.508 15.574
H 12.976 17.436 17.662
H 11.629 16.475 17.993
H 11.542 18.151 18.438
H 11.852 18.431 15.743
H 10.229 18.140 16.384
H 10.600 15.942 16.076
C 13.450 17.562 22.725
C 13.290 17.958 21.283
O 14.476 18.507 20.706
H 13.813 18.434 23.255
H 14.080 16.678 22.732
H 12.433 17.331 23.072
H 12.401 18.593 21.156
H 13.041 17.081 20.693
H 14.709 19.258 21.253
```

***

The following max |F| values (in eV/Å) correspond, in order, to the records above: 4.44, 2.35, 1.30, 1.80, 2.99.
The following energy relative to the best compared isomer or geometry (same formula, charge and spin) values (in kcal per mole) correspond, in order, to the records above: 63.7, 61.2, 3.8, 0.0, 56.2.
The following frontier orbital gap values (in Eh) correspond, in order, to the records above: 0.3814, 0.3946, 0.3346, 0.3516, 0.3312.